{"formula": "C20H44NOP3RhSe", "method": "wB97M-V/def2-TZVPD", "elements": ["Rh", "P", "P", "P", "H", "C", "C", "H", "C", "C", "C", "C", "C", "C", "C", "C", "C", "H", "H", "H", "H", "H", "H", "H", "H", "H", "H", "H", "H", "H", "H", "H", "H", "H", "H", "H", "H", "H", "H", "H", "H", "H", "H", "H", "H", "H", "C", "C", "C", "C", "C", "C", "Se", "H", "H", "H", "H", "H", "H", "C", "N", "C", "C", "O", "H", "H", "H", "H", "H", "H", "H"], "xyz": [[0.830, 0.166, 0.070], [1.218, 0.225, 2.377], [1.712, 1.955, -0.576], [2.369, -1.437, -0.185], [-2.903, -1.795, 0.941], [-1.850, -1.495, 0.720], [-0.983, -1.815, 1.841], [-1.279, -1.268, 2.746], [-0.032, 0.896, 3.582], [2.645, 1.298, 2.926], [1.714, -1.264, 3.377], [1.103, 2.224, -2.280], [1.167, 3.494, 0.270], [3.534, 2.105, -0.722], [1.812, -3.118, 0.306], [4.050, -1.226, 0.535], [2.677, -1.568, -1.981], [-1.447, -1.897, -0.256], [-0.642, -2.832, 1.862], [-1.025, 0.505, 3.355], [-0.081, 1.990, 3.518], [0.219, 0.616, 4.615], [2.521, 2.334, 2.599], [3.589, 0.921, 2.519], [2.738, 1.306, 4.025], [1.002, -2.066, 3.203], [1.711, -1.022, 4.449], [2.715, -1.608, 3.109], [1.310, 3.270, -2.535], [0.024, 2.037, -2.295], [1.624, 1.540, -2.961], [1.749, 4.326, -0.143], [1.323, 3.449, 1.357], [0.105, 3.656, 0.047], [3.749, 3.088, -1.166], [3.932, 1.328, -1.394], [4.022, 2.051, 0.266], [2.474, -3.903, -0.086], [0.804, -3.281, -0.097], [1.769, -3.211, 1.399], [4.760, -1.961, 0.122], [4.056, -1.345, 1.626], [4.449, -0.234, 0.287], [3.323, -2.414, -2.258], [3.119, -0.636, -2.359], [1.690, -1.708, -2.465], [-1.614, -2.128, -4.378], [-2.460, -2.738, -3.397], [-3.334, -3.759, -3.779], [-3.514, -4.075, -5.144], [-2.795, -3.354, -6.118], [-1.904, -2.372, -5.752], [-0.154, -1.102, -4.003], [-1.771, -0.356, 0.669], [-2.384, -2.423, -2.351], [-3.896, -4.323, -3.005], [-4.212, -4.857, -5.429], [-2.941, -3.587, -7.162], [-1.361, -1.813, -6.487], [-4.399, 2.158, 1.238], [-3.265, 2.918, 1.787], [-3.540, 3.984, 2.738], [-2.018, 2.588, 1.455], [-1.705, 1.692, 0.640], [-5.321, 2.721, 1.441], [-4.475, 1.160, 1.709], [-4.267, 2.017, 0.152], [-3.987, 3.596, 3.655], [-2.592, 4.457, 2.979], [-4.213, 4.724, 2.308], [-1.242, 3.199, 1.947]], "forces_ev_per_angstrom": [[-3.1, -1.8, 2.1], [0.9, 1.2, 3.4], [2.1, 2.2, -1.1], [1.8, -0.4, -1.2], [0.5, 0.2, -0.5], [0.5, 1.8, -1.4], [-0.7, -0.3, 0.3], [0.6, -0.7, -0.2], [-0.4, 0.1, -0.4], [0.0, -0.1, -0.3], [-0.1, -0.2, -0.6], [0.1, -0.4, 0.4], [-0.1, -0.5, 0.2], [-0.2, 0.1, 0.1], [-0.3, 0.2, 0.1], [0.1, 0.0, 0.0], [-0.1, -0.3, -0.2], [-0.8, 0.0, 0.9], [0.5, -0.3, 0.6], [0.1, 0.2, 0.1], [0.1, -0.2, 0.0], [0.1, 0.1, -0.4], [0.0, -0.2, 0.1], [-0.1, 0.0, 0.0], [-0.2, -0.1, -0.4], [0.1, -0.1, 0.2], [0.0, 0.2, -0.4], [-0.1, 0.0, 0.1], [-0.1, -0.2, -0.1], [0.1, 0.2, -0.1], [-0.1, 0.3, 0.1], [0.0, -0.2, 0.0], [-0.1, 0.1, -0.4], [0.3, -0.1, 0.1], [0.0, -0.3, 0.1], [-0.1, 0.3, 0.3], [-0.2, 0.0, -0.4], [0.0, 0.4, 0.0], [0.2, 0.0, 0.1], [0.0, 0.1, -0.3], [-0.4, 0.1, 0.0], [-0.1, 0.1, -0.3], [-0.2, -0.3, 0.1], [-0.1, 0.2, 0.1], [-0.1, -0.2, 0.1], [0.7, 0.0, 0.3], [-1.1, -0.2, -0.1], [0.0, -0.7, 0.2], [0.1, 0.5, 0.7], [0.5, 0.3, 0.3], [-0.1, 0.1, 0.1], [0.2, -0.5, 0.0], [-0.6, 0.0, -0.2], [-1.0, -1.2, -0.4], [0.0, -0.3, -0.4], [0.4, 0.6, -0.6], [0.1, 0.1, 0.0], [0.0, 0.1, -0.1], [0.2, 0.0, -0.5], [0.0, -0.1, -0.1], [0.3, -0.7, -0.4], [0.2, 0.1, 0.2], [-0.4, 0.1, -0.2], [0.4, 0.1, 0.2], [0.4, -0.3, -0.2], [0.1, 0.5, -0.1], [-0.1, 0.1, 0.5], [0.0, -0.1, -0.1], [-0.1, 0.2, 0.1], [0.0, 0.0, -0.1], [-0.3, 0.0, -0.1]], "homo_lumo_gap_ev": [5.89, 4.94], "homo_energy_ev": [-15.56, -16.77], "total_charge": 3, "multiplicity": 5, "total_energy_ev": -121183.7516, "s2": 6.0368}

=====

{"formula": "C20H44O14S2", "method": "wB97M-V/def2-TZVPD", "elements": ["C", "C", "C", "O", "C", "H", "H", "H", "H", "H", "H", "H", "H", "C", "C", "C", "O", "C", "H", "H", "H", "H", "H", "H", "H", "H", "O", "S", "O", "O", "C", "C", "C", "H", "H", "H", "H", "H", "H", "H", "H", "O", "S", "O", "O", "C", "C", "C", "H", "H", "H", "H", "H", "H", "H", "H", "C", "O", "C", "O", "O", "C", "H", "H", "H", "H", "H", "H", "C", "O", "C", "O", "O", "C", "H", "H", "H", "H", "H", "H"], "xyz": [[4.697, 0.939, 4.498], [3.466, 0.087, 4.143], [2.726, 0.117, 5.542], [3.546, 0.789, 6.456], [4.884, 0.682, 5.992], [4.396, 1.968, 4.302], [5.577, 0.793, 3.871], [3.587, -0.944, 3.810], [2.790, 0.587, 3.449], [2.840, -0.886, 5.953], [1.644, 0.247, 5.511], [5.217, -0.346, 6.136], [5.627, 1.350, 6.428], [-0.729, 1.573, 2.244], [-0.387, 2.107, 0.803], [-0.856, 1.039, -0.225], [-0.582, -0.163, 0.534], [-0.472, 0.085, 1.928], [-1.773, 1.826, 2.426], [-0.294, 2.047, 3.124], [0.688, 2.172, 0.640], [-0.749, 3.113, 0.594], [-0.191, 1.038, -1.088], [-1.938, 0.936, -0.314], [0.593, 0.040, 2.153], [-1.005, -0.554, 2.632], [0.699, 5.233, -3.695], [0.588, 3.761, -3.482], [1.711, 2.908, -3.050], [-0.673, 3.491, -2.442], [-1.892, 4.258, -2.442], [-3.195, 3.592, -2.570], [-0.253, 3.064, -4.985], [-1.840, 4.920, -3.306], [-1.882, 4.958, -1.606], [-3.303, 2.948, -3.443], [-4.012, 4.292, -2.742], [-3.449, 2.931, -1.740], [0.398, 3.272, -5.835], [-1.303, 3.352, -5.024], [-0.137, 1.984, -4.904], [1.107, -1.037, -2.364], [1.961, -2.127, -1.858], [2.583, -3.199, -2.634], [3.166, -1.344, -0.994], [2.941, -0.054, -0.450], [4.311, 0.368, 0.201], [1.146, -2.917, -0.373], [2.182, 0.055, 0.324], [2.622, 0.532, -1.312], [4.376, -0.260, 1.090], [4.417, 1.430, 0.424], [5.074, 0.103, -0.530], [0.064, -2.790, -0.408], [1.423, -2.260, 0.452], [1.456, -3.950, -0.217], [0.618, -5.072, 2.802], [-0.557, -4.421, 3.168], [-1.373, -4.021, 2.237], [-1.278, -4.347, 1.100], [-2.342, -3.158, 2.779], [-3.352, -2.527, 1.948], [0.520, -5.860, 2.054], [0.948, -5.591, 3.702], [1.309, -4.268, 2.549], [-3.891, -1.942, 2.693], [-3.986, -3.240, 1.421], [-2.881, -1.804, 1.283], [-5.824, -0.366, -5.396], [-4.934, -1.406, -4.894], [-3.938, -0.980, -4.094], [-3.920, 0.148, -3.490], [-3.162, -2.009, -3.883], [-2.100, -1.840, -2.930], [-5.218, 0.278, -6.033], [-6.310, 0.296, -4.679], [-6.582, -0.918, -5.950], [-1.636, -2.790, -2.666], [-2.306, -1.226, -2.053], [-1.395, -1.092, -3.293]], "forces_ev_per_angstrom": [[0.1, -0.3, -0.9], [-1.2, 0.9, 1.0], [1.4, -3.1, -0.5], [0.0, 2.3, 1.1], [-0.5, -0.2, -1.5], [0.1, 0.2, 0.4], [0.1, -0.4, 0.1], [0.4, 0.1, 0.1], [0.3, 0.0, -0.4], [-0.6, -0.8, -0.4], [0.2, 1.3, 0.4], [0.2, -0.3, 0.1], [-0.7, 0.2, 0.5], [-1.4, 0.3, -2.4], [0.1, 0.8, -0.1], [0.3, -0.2, 2.9], [-0.1, -1.2, 0.4], [1.4, 1.4, 1.2], [-0.5, -0.4, -0.3], [1.0, -0.4, -0.4], [0.2, 0.0, 0.3], [-0.2, 0.0, 0.0], [-0.7, 0.0, -0.3], [0.0, 0.9, -1.1], [0.3, -0.8, 0.3], [-0.3, -0.5, -0.7], [0.2, -3.4, 0.7], [-1.2, 1.3, -0.5], [-2.5, 2.0, -0.7], [1.2, -1.0, 0.2], [1.0, 2.6, -1.3], [-1.1, -2.2, -0.1], [1.7, -0.7, 0.8], [0.3, 0.3, -0.1], [0.2, -0.3, 0.3], [0.5, -0.2, -0.2], [0.3, 0.5, 0.5], [-0.1, 0.2, 0.2], [-0.4, 0.7, -0.1], [0.4, 0.3, -0.1], [-0.4, -0.1, 0.4], [1.3, -2.3, 0.1], [-0.1, 0.6, 2.1], [-0.9, 2.3, 0.8], [-0.5, -2.2, -0.9], [0.9, 1.7, -0.3], [-1.2, -0.9, -1.2], [-0.1, 1.1, -0.6], [-0.4, -0.8, 0.0], [0.2, 0.6, 0.3], [0.5, 0.2, 0.1], [-0.4, -0.1, 0.1], [0.2, 0.0, 0.3], [0.0, -0.3, -0.5], [0.3, -0.2, 0.0], [0.1, 0.3, -0.3], [1.0, -0.5, 0.4], [-1.3, 0.5, 1.9], [-2.0, 1.7, 0.2], [-0.4, 0.0, -1.6], [1.6, -1.5, -0.3], [0.9, 0.1, 0.5], [-0.3, 0.5, -0.4], [0.2, 0.3, 0.1], [0.4, -0.5, -0.4], [-0.3, -0.2, -0.2], [0.2, 0.0, 0.1], [0.1, -0.3, -0.3], [0.5, -0.3, -0.4], [0.0, 1.3, 0.2], [-1.8, 3.1, 2.6], [0.4, -3.8, -2.6], [0.8, -0.2, 0.6], [1.0, 1.6, 0.2], [-0.2, -0.1, -0.3], [0.3, -0.5, 0.6], [0.2, 0.2, -0.1], [-0.3, 0.1, -0.4], [-1.3, -0.7, 0.5], [0.6, -0.7, -0.9]], "homo_lumo_gap_ev": 10.03, "homo_energy_ev": -9.59, "smiles": "CCOS(C)(=O)=O.CCOS(C)(=O)=O.COC(=O)OC.COC(=O)OC.C1CCOC1.C1CCOC1", "total_energy_ev": -71783.6212}

=====

{"formula": "C20H45N2OP3SY", "method": "wB97M-V/def2-TZVPD", "elements": ["Y", "P", "P", "P", "H", "C", "C", "H", "C", "C", "C", "C", "C", "C", "C", "C", "C", "H", "H", "H", "H", "H", "H", "H", "H", "H", "H", "H", "H", "H", "H", "H", "H", "H", "H", "H", "H", "H", "H", "H", "H", "H", "H", "H", "H", "H", "C", "C", "C", "C", "C", "C", "O", "H", "H", "H", "H", "H", "H", "C", "N", "C", "S", "N", "C", "H", "H", "H", "H", "H", "H", "H", "H"], "xyz": [[0.200, -0.110, 0.561], [-0.653, -2.752, 0.482], [2.091, -0.495, -1.470], [-2.087, -0.063, -1.160], [0.212, 2.360, 1.904], [-0.775, 1.934, 1.639], [-1.238, 0.879, 2.413], [-0.627, 0.583, 3.281], [0.211, -3.861, 1.650], [-0.438, -3.685, -1.087], [-2.415, -3.090, 0.872], [2.761, 1.177, -1.793], [3.681, -1.362, -1.146], [1.627, -0.895, -3.198], [-3.697, 0.367, -0.410], [-2.494, -1.092, -2.620], [-1.804, 1.490, -2.055], [-1.440, 2.549, 1.016], [-2.279, 0.537, 2.406], [0.002, -3.597, 2.698], [1.298, -3.798, 1.478], [-0.132, -4.891, 1.478], [0.611, -3.667, -1.418], [-1.065, -3.251, -1.878], [-0.738, -4.729, -0.910], [-2.616, -2.814, 1.917], [-2.603, -4.164, 0.727], [-3.085, -2.511, 0.220], [3.420, 1.112, -2.670], [3.338, 1.512, -0.920], [1.950, 1.884, -2.031], [4.425, -1.077, -1.906], [3.537, -2.451, -1.160], [4.048, -1.075, -0.148], [2.533, -0.865, -3.823], [0.924, -0.122, -3.547], [1.149, -1.883, -3.272], [-4.330, 0.873, -1.149], [-3.540, 1.034, 0.447], [-4.196, -0.539, -0.054], [-3.189, -0.558, -3.285], [-2.945, -2.042, -2.317], [-1.575, -1.307, -3.183], [-2.669, 1.845, -2.628], [-0.952, 1.375, -2.732], [-1.528, 2.263, -1.337], [-0.231, 4.637, -2.353], [0.764, 5.497, -2.832], [0.438, 6.849, -3.038], [-0.856, 7.350, -2.802], [-1.855, 6.454, -2.395], [-1.541, 5.099, -2.197], [0.052, 3.342, -1.971], [1.016, 3.161, -1.887], [1.760, 5.089, -3.034], [1.208, 7.542, -3.375], [-1.112, 8.410, -2.954], [-2.881, 6.804, -2.220], [-2.292, 4.375, -1.902], [2.756, -3.764, 4.606], [2.826, -2.349, 4.152], [1.780, -1.701, 3.591], [2.169, -0.524, 2.343], [0.519, -1.959, 4.048], [0.256, -2.298, 5.455], [2.506, -3.807, 5.677], [3.753, -4.209, 4.482], [2.025, -4.358, 4.022], [3.733, -2.074, 3.746], [-0.219, -1.461, 3.540], [1.081, -1.964, 6.099], [-0.665, -1.787, 5.750], [0.104, -3.381, 5.567]], "forces_ev_per_angstrom": [[1.1, -1.3, -1.1], [-0.2, -1.5, 0.1], [1.2, 0.3, -1.2], [-1.1, 0.8, -1.3], [-0.3, -0.2, -0.4], [-1.5, -0.3, 2.7], [-0.1, 3.1, 0.1], [0.0, -0.2, -0.6], [0.0, -0.2, 0.2], [0.2, 0.3, -0.2], [0.0, 0.3, 0.0], [-0.1, 0.3, 0.3], [-0.2, -0.3, 0.3], [-0.4, -0.3, 0.2], [-0.1, -0.4, 0.3], [0.1, -0.6, 0.2], [0.4, 0.0, 0.3], [0.3, -0.6, -0.1], [0.3, 0.0, -0.3], [0.0, -0.2, -0.7], [-0.3, -0.1, 0.1], [0.2, 0.2, 0.0], [-0.3, 0.0, 0.1], [0.2, -0.2, 0.2], [0.1, 0.3, -0.1], [-0.1, -0.1, -0.3], [0.0, 0.3, 0.1], [0.2, -0.3, 0.2], [-0.1, 0.1, 0.3], [-0.1, 0.1, -0.3], [0.5, -0.5, 0.1], [-0.3, -0.1, 0.2], [0.1, 0.3, 0.0], [-0.1, -0.1, -0.4], [-0.3, -0.1, 0.2], [0.2, -0.3, 0.0], [0.2, 0.3, -0.1], [0.2, -0.2, 0.2], [-0.1, -0.1, -0.2], [-0.1, 0.2, 0.0], [0.2, -0.1, 0.3], [0.0, 0.1, -0.2], [-0.2, 0.1, 0.1], [0.0, -0.4, 0.1], [-0.2, 0.1, 0.0], [-0.2, -0.1, -0.3], [0.2, 1.7, -0.2], [-0.6, 0.1, 0.2], [-0.2, 0.1, 0.0], [-0.1, -0.5, 0.0], [0.2, -0.2, -0.1], [0.3, 0.0, 0.1], [1.4, -0.7, 0.3], [-1.1, 1.2, -0.4], [-0.2, 0.4, 0.1], [-0.1, -0.3, 0.0], [0.3, -0.7, 0.1], [0.5, -0.2, -0.2], [-0.1, 0.2, 0.1], [0.0, -0.2, 0.6], [-0.6, 0.2, -1.6], [0.2, -0.6, 1.0], [-0.6, -0.4, 0.3], [1.3, 1.3, -0.8], [-0.4, -0.5, 0.3], [0.1, -0.1, -0.5], [-0.4, 0.2, 0.0], [0.4, 0.5, 0.3], [-0.7, -0.1, 0.5], [0.6, -0.4, 0.6], [-0.3, -0.1, -0.3], [0.2, -0.1, 0.0], [0.1, 0.4, 0.1]], "homo_lumo_gap_ev": 3.90, "homo_energy_ev": -14.77, "total_charge": 3, "total_energy_ev": -66217.8904}

=====

Number 1 is which compound? C20H44NOP3RhSe